(1)
Entry from the Open Molecules 2025 dataset: a cluster of 4 separate species, C27H59IN6O12S2 in total (ωB97M-V/def2-TZVPD).

Properties
2S+1	1
SMILES	[H]/N=C/C[C@@H](CO[C@@H](I)N=C=S)O[C@@H](CON=O)S(C)(=O)=O.COCCNCCOC.COCCNCCOC.COCCNCCOC
HOMO energy	-8.588	eV
gap between HOMO and LUMO	7.55	eV

Geometry (Å):
1 H -3.177 -3.962 4.374
2 N -3.258 -3.396 3.510
3 C -3.115 -2.133 3.816
4 C -3.190 -1.018 2.679
5 C -1.683 -0.443 2.463
6 C -1.568 0.878 3.338
7 O -1.927 2.085 2.637
8 C -1.284 3.235 3.217
9 I -1.694 3.468 5.357
10 N 0.168 3.307 2.830
11 C 0.869 3.361 3.918
12 S 2.095 3.738 4.959
13 O -0.791 -1.419 3.039
14 C 0.331 -1.705 2.202
15 C 1.127 -0.435 1.683
16 O 1.725 0.359 2.746
17 N 2.795 1.031 2.139
18 O 3.784 0.457 2.467
19 S 1.539 -2.652 3.293
20 C 1.539 -1.884 4.989
21 O 1.121 -4.084 3.490
22 O 2.922 -2.688 2.688
23 H -2.906 -1.836 4.886
24 H -3.816 -0.122 3.001
25 H -3.567 -1.481 1.716
26 H -1.574 -0.290 1.350
27 H -0.534 0.989 3.812
28 H -2.285 0.751 4.223
29 H -1.782 4.128 2.713
30 H 0.111 -2.400 1.334
31 H 0.502 0.263 1.024
32 H 1.952 -0.824 0.993
33 H 1.964 -2.575 5.772
34 H 2.122 -0.912 4.933
35 H 0.484 -1.619 5.333
36 C -7.354 -5.773 -1.578
37 O -7.056 -4.579 -0.875
38 C -6.553 -4.785 0.446
39 C -5.041 -4.560 0.522
40 N -4.296 -5.618 -0.159
41 C -2.900 -5.290 -0.473
42 C -2.587 -4.004 -1.240
43 O -2.957 -4.004 -2.615
44 C -4.345 -3.843 -2.856
45 H -7.991 -5.512 -2.426
46 H -6.447 -6.231 -1.985
47 H -7.880 -6.495 -0.951
48 H -6.841 -5.763 0.845
49 H -7.032 -4.025 1.071
50 H -4.735 -4.525 1.572
51 H -4.844 -3.578 0.082
52 H -4.765 -5.856 -1.023
53 H -2.518 -6.131 -1.058
54 H -2.337 -5.286 0.469
55 H -1.497 -3.892 -1.243
56 H -2.966 -3.102 -0.744
57 H -4.806 -3.128 -2.171
58 H -4.843 -4.811 -2.803
59 H -4.476 -3.474 -3.875
60 C -0.720 -3.239 -4.719
61 O 0.089 -2.116 -5.037
62 C 0.994 -2.330 -6.119
63 C 0.509 -1.658 -7.406
64 N -0.662 -2.330 -7.966
65 C -1.418 -1.547 -8.952
66 C -1.889 -0.138 -8.585
67 O -2.947 -0.075 -7.635
68 C -2.557 -0.322 -6.295
69 H -1.143 -3.078 -3.728
70 H -1.559 -3.330 -5.416
71 H -0.146 -4.167 -4.712
72 H 1.207 -3.393 -6.269
73 H 1.932 -1.849 -5.826
74 H 1.318 -1.670 -8.144
75 H 0.298 -0.613 -7.157
76 H -1.292 -2.585 -7.218
77 H -2.302 -2.143 -9.194
78 H -0.818 -1.492 -9.868
79 H -2.305 0.305 -9.496
80 H -1.071 0.529 -8.290
81 H -1.587 0.120 -6.055
82 H -2.553 -1.395 -6.103
83 H -3.305 0.117 -5.632
84 C 6.394 9.074 1.681
85 O 6.434 7.736 1.212
86 C 7.650 7.048 1.505
87 C 7.479 6.059 2.661
88 N 7.303 6.741 3.942
89 C 6.751 5.910 5.020
90 C 5.449 5.141 4.780
91 O 4.272 5.940 4.712
92 C 4.107 6.651 3.497
93 H 5.581 9.585 1.163
94 H 6.168 9.111 2.751
95 H 7.327 9.604 1.485
96 H 8.480 7.740 1.679
97 H 7.891 6.470 0.607
98 H 8.362 5.414 2.715
99 H 6.619 5.429 2.415
100 H 6.693 7.538 3.817
101 H 6.592 6.583 5.867
102 H 7.529 5.201 5.328
103 H 5.298 4.493 5.650
104 H 5.499 4.461 3.922
105 H 4.417 6.066 2.627
106 H 4.650 7.594 3.546
107 H 3.050 6.898 3.383

=====

(2)
Entry from the Open Molecules 2025 dataset: a structure of composition C27H60ClNO7Si2 (ωB97M-V/def2-TZVPD).

Properties
2S+1	1
HOMO energy	-9.211	eV
energy relative to the best compared isomer or geometry (same formula, charge and spin)	0.00	kcal/mol
gap between HOMO and LUMO	9.92	eV

Geometry (Å):
1 C -3.615 -3.614 4.483
2 C -4.218 -3.521 3.088
3 C -4.951 -4.788 2.643
4 N -5.726 -5.426 3.733
5 Si -7.299 -4.828 4.004
6 Cl -8.151 -5.987 5.452
7 O -7.237 -3.290 4.519
8 Si -7.547 -1.978 3.560
9 H -4.362 -3.833 5.237
10 H -3.122 -2.673 4.723
11 H -2.856 -4.398 4.502
12 H -4.844 -2.633 2.995
13 H -3.393 -3.368 2.389
14 H -5.592 -4.548 1.787
15 H -4.223 -5.513 2.281
16 H -5.759 -6.429 3.612
17 H -8.184 -4.899 2.824
18 H -6.770 -0.835 4.070
19 H -8.988 -1.668 3.603
20 H -7.144 -2.266 2.165
21 C 0.220 -2.066 1.557
22 C 0.040 -0.932 0.544
23 C -1.397 -0.509 0.809
24 O -1.634 -0.749 2.202
25 C -0.578 -1.539 2.745
26 H 1.258 -2.274 1.810
27 H -0.230 -2.986 1.176
28 H 0.719 -0.108 0.766
29 H 0.210 -1.229 -0.489
30 H -2.106 -1.102 0.219
31 H -1.576 0.545 0.600
32 H 0.044 -0.907 3.389
33 H -1.013 -2.332 3.356
34 C 4.286 -0.983 -2.208
35 C 4.057 0.161 -3.196
36 C 2.593 0.492 -2.938
37 O 2.365 0.222 -1.553
38 C 3.463 -0.517 -1.014
39 H 5.334 -1.140 -1.958
40 H 3.895 -1.917 -2.613
41 H 4.689 1.015 -2.944
42 H 4.246 -0.119 -4.232
43 H 1.927 -0.135 -3.541
44 H 2.350 1.538 -3.131
45 H 4.054 0.137 -0.362
46 H 3.066 -1.337 -0.412
47 C 7.516 -4.586 -3.324
48 C 6.486 -5.705 -3.490
49 C 5.178 -4.930 -3.389
50 O 5.443 -3.635 -3.928
51 C 6.849 -3.446 -4.085
52 H 8.500 -4.833 -3.718
53 H 7.625 -4.326 -2.269
54 H 6.581 -6.164 -4.476
55 H 6.567 -6.489 -2.739
56 H 4.859 -4.827 -2.346
57 H 4.364 -5.382 -3.956
58 H 7.100 -3.480 -5.151
59 H 7.112 -2.460 -3.701
60 C -5.088 2.400 2.234
61 C -5.109 3.612 1.297
62 C -3.711 3.547 0.694
63 O -3.369 2.163 0.634
64 C -4.282 1.395 1.418
65 H -6.076 2.028 2.499
66 H -4.557 2.648 3.155
67 H -5.865 3.482 0.520
68 H -5.300 4.555 1.805
69 H -2.983 4.068 1.326
70 H -3.649 3.966 -0.311
71 H -4.930 0.820 0.747
72 H -3.712 0.697 2.033
73 C 0.104 4.086 -2.006
74 C 0.052 5.222 -3.028
75 C -1.367 5.743 -2.828
76 O -1.678 5.532 -1.450
77 C -0.700 4.679 -0.855
78 H 1.113 3.805 -1.710
79 H -0.395 3.198 -2.398
80 H 0.780 5.995 -2.774
81 H 0.238 4.900 -4.052
82 H -2.082 5.191 -3.447
83 H -1.470 6.806 -3.048
84 H -0.062 5.273 -0.190
85 H -1.208 3.920 -0.260
86 C 3.283 4.313 0.245
87 C 4.392 5.325 -0.050
88 C 5.551 4.405 -0.419
89 O 4.967 3.254 -1.028
90 C 3.553 3.251 -0.813
91 H 2.279 4.730 0.173
92 H 3.407 3.894 1.245
93 H 4.117 5.949 -0.903
94 H 4.626 5.977 0.789
95 H 6.109 4.097 0.472
96 H 6.250 4.856 -1.124
97 H 3.050 3.498 -1.756
98 H 3.241 2.251 -0.518

=====

(3)
Entry from the Open Molecules 2025 dataset: a cluster of 4 separate species, C27H62B2N3O9 in total (ωB97M-V/def2-TZVPD).

Properties
2S+1	1
HOMO energy	-3.441	eV
net charge	-1
energy relative to the best compared isomer or geometry (same formula, charge and spin)	250.63	kcal/mol
gap between HOMO and LUMO	5.45	eV

Geometry (Å):
1 C 6.486 0.722 1.416
2 C 5.489 1.908 1.998
3 N 4.173 1.401 2.545
4 C 3.218 0.947 1.464
5 C 2.633 2.207 0.535
6 C 1.236 1.600 -0.156
7 O -0.016 2.179 0.358
8 B -0.757 2.943 -0.686
9 C -2.278 2.339 -0.855
10 C -3.057 2.016 0.552
11 C -3.590 0.438 0.470
12 C -4.881 0.172 1.462
13 C -4.291 -0.483 2.868
14 N -3.972 0.621 3.897
15 B -0.621 4.502 -0.074
16 N -1.049 4.809 1.359
17 O -0.051 5.638 -0.857
18 O 0.046 2.631 -1.911
19 C 1.121 1.597 -1.791
20 C 0.491 0.113 -2.226
21 C 1.713 -0.986 -2.180
22 C 1.213 -2.558 -2.310
23 O -0.120 -2.817 -1.745
24 C -0.111 -2.865 -0.276
25 C 1.118 -3.370 0.685
26 O -1.261 -2.494 0.350
27 C 4.368 0.350 3.616
28 C 4.239 -1.294 3.336
29 O 4.623 0.706 4.901
30 H 5.917 -0.059 0.750
31 H 7.288 1.243 0.709
32 H 7.052 0.135 2.285
33 H 5.299 2.749 1.183
34 H 6.049 2.438 2.888
35 H 3.701 0.120 0.762
36 H 2.259 0.521 2.027
37 H 2.364 3.089 1.292
38 H 3.389 2.546 -0.291
39 H 1.124 0.463 0.149
40 H -2.947 3.036 -1.535
41 H -2.169 1.300 -1.423
42 H -3.957 2.775 0.746
43 H -2.358 2.082 1.513
44 H -3.874 0.168 -0.655
45 H -2.690 -0.261 0.784
46 H -5.633 -0.587 0.946
47 H -5.503 1.134 1.704
48 H -3.321 -1.140 2.697
49 H -5.107 -1.176 3.355
50 H -3.728 0.184 4.821
51 H -4.837 1.210 4.058
52 H -1.126 3.946 1.944
53 H -0.324 5.400 1.854
54 H 0.896 5.804 -0.572
55 H 2.104 1.954 -2.353
56 H 0.043 0.279 -3.307
57 H -0.344 -0.118 -1.433
58 H 2.368 -0.785 -3.157
59 H 2.472 -0.814 -1.276
60 H 1.117 -2.758 -3.483
61 H 2.053 -3.307 -1.942
62 H 0.636 -3.752 1.708
63 H 1.875 -2.513 0.968
64 H 1.672 -4.329 0.240
65 H 5.064 -1.880 3.952
66 H 3.149 -1.620 3.631
67 H 4.423 -1.521 2.179
68 C -9.469 0.500 1.917
69 C -8.312 0.840 2.844
70 C -8.809 1.257 4.219
71 O -7.548 1.901 2.276
72 H -10.121 1.368 1.770
73 H -9.097 0.214 0.927
74 H -10.067 -0.323 2.318
75 H -7.650 -0.027 2.939
76 H -9.438 2.152 4.154
77 H -7.967 1.510 4.872
78 H -9.388 0.456 4.689
79 H -8.128 2.675 2.188
80 C 9.088 0.886 -2.571
81 C 8.347 -0.283 -1.943
82 C 7.911 -1.292 -2.993
83 O 7.201 0.202 -1.249
84 H 8.446 1.422 -3.279
85 H 9.385 1.610 -1.805
86 H 9.985 0.548 -3.100
87 H 8.992 -0.775 -1.206
88 H 7.227 -0.833 -3.716
89 H 7.368 -2.122 -2.528
90 H 8.772 -1.696 -3.535
91 H 6.622 0.640 -1.895
92 C -3.844 -3.333 -4.052
93 C -2.524 -3.894 -4.555
94 C -2.415 -5.386 -4.281
95 O -1.447 -3.216 -3.913
96 H -3.939 -3.465 -2.968
97 H -3.904 -2.256 -4.245
98 H -4.693 -3.823 -4.539
99 H -2.432 -3.710 -5.631
100 H -2.459 -5.590 -3.205
101 H -1.455 -5.773 -4.637
102 H -3.221 -5.938 -4.775
103 H -1.521 -3.374 -2.957

=====

(4)
Entry from the Open Molecules 2025 dataset: a structure of composition C27H62Cl4OS (ωB97M-V/def2-TZVPD).

Properties
2S+1	1
HOMO energy	-4.936	eV
energy relative to the best compared isomer or geometry (same formula, charge and spin)	718.74	kcal/mol
gap between HOMO and LUMO	5.13	eV

Geometry (Å):
1 C 1.664 -1.507 -3.050
2 S 0.337 -0.468 -2.255
3 O -0.911 -0.825 -3.114
4 C 0.396 -1.178 -0.512
5 H 1.383 -2.544 -2.867
6 H 2.635 -1.233 -2.637
7 H 1.761 -1.319 -4.119
8 H -0.443 -0.664 -0.042
9 H 1.280 -1.016 0.104
10 H 0.238 -2.238 -0.713
11 C -2.448 1.277 0.475
12 Cl -2.937 2.534 -0.712
13 Cl -1.533 0.045 -0.332
14 Cl -1.481 1.924 1.875
15 Cl -4.050 0.666 1.158
16 C 0.823 0.844 0.798
17 C 0.468 1.495 -0.561
18 C 0.240 3.045 -0.520
19 C 1.557 3.813 -0.075
20 C 1.445 5.428 -0.216
21 C 0.433 6.035 0.806
22 H 0.877 -0.214 0.544
23 H 0.032 0.922 1.544
24 H 1.809 1.130 1.165
25 H 1.320 1.336 -1.222
26 H -0.344 0.953 -1.046
27 H -0.697 3.348 -0.054
28 H -0.033 3.415 -1.508
29 H 1.754 3.547 0.964
30 H 2.388 3.429 -0.667
31 H 2.385 5.812 0.182
32 H 1.149 5.802 -1.196
33 H 0.460 5.566 1.789
34 H 0.755 7.053 1.027
35 H -0.570 6.084 0.383
36 C 2.497 -0.056 3.847
37 C 1.697 -0.598 2.688
38 C 0.147 -0.751 3.017
39 C -0.653 -1.296 1.817
40 C -2.089 -1.921 2.051
41 C -2.552 -2.657 0.753
42 H 1.925 0.739 4.326
43 H 3.453 0.309 3.470
44 H 2.564 -0.798 4.642
45 H 1.822 -0.088 1.733
46 H 2.225 -1.496 2.368
47 H -0.295 0.233 3.176
48 H -0.108 -1.408 3.848
49 H -0.642 -0.527 1.044
50 H -0.034 -2.066 1.358
51 H -2.099 -2.652 2.859
52 H -2.703 -1.061 2.316
53 H -1.928 -3.484 0.415
54 H -3.593 -2.974 0.818
55 H -2.657 -1.974 -0.090
56 C 5.082 0.503 3.403
57 C 5.675 -0.151 2.061
58 C 4.663 -1.217 1.696
59 C 4.753 -1.863 0.284
60 C 3.443 -2.456 -0.335
61 C 3.644 -3.098 -1.801
62 H 5.529 1.426 3.773
63 H 5.153 -0.206 4.227
64 H 4.067 0.900 3.427
65 H 5.645 0.533 1.213
66 H 6.718 -0.420 2.228
67 H 3.642 -0.857 1.822
68 H 4.906 -2.024 2.386
69 H 4.971 -1.054 -0.412
70 H 5.544 -2.595 0.121
71 H 2.921 -3.114 0.360
72 H 2.748 -1.618 -0.398
73 H 4.026 -4.113 -1.695
74 H 2.728 -3.232 -2.377
75 H 4.279 -2.484 -2.440
76 C -7.750 -0.442 -2.217
77 C -6.604 -0.864 -1.278
78 C -5.279 -0.390 -1.803
79 C -4.545 -1.066 -3.003
80 C -3.384 -0.394 -3.686
81 C -2.188 -0.327 -2.880
82 H -7.376 0.013 -3.135
83 H -8.379 0.301 -1.727
84 H -8.304 -1.347 -2.465
85 H -6.822 -0.542 -0.259
86 H -6.761 -1.929 -1.107
87 H -4.550 -0.311 -0.996
88 H -5.474 0.656 -2.037
89 H -4.269 -2.074 -2.691
90 H -5.310 -1.122 -3.777
91 H -3.220 -0.795 -4.686
92 H -3.507 0.674 -3.863
93 H -1.287 0.035 -3.376
94 H -2.262 0.487 -2.159
95 H -1.986 -1.193 -2.250

=====

no.,LUMO energy (eV)
1,-1.037
2,0.714
3,2.011
4,0.189